The following is a quantum chemistry calculation of 13 unconnected molecules or ions with the total composition C44H123N9O13 at a distorted geometry, from the OMol25 dataset.

Cartesian coordinates (Å):
C1 -0.112 1.684 -4.002
C2 0.139 2.524 -5.261
C3 1.360 2.044 -6.004
O1 2.489 2.288 -5.130
C4 3.703 1.828 -5.781
N1 -1.071 2.553 -6.086
H1 -0.493 0.703 -4.432
H2 -0.820 2.094 -3.303
H3 0.792 1.422 -3.446
H4 0.349 3.564 -4.958
H5 1.472 2.601 -6.933
H6 1.359 0.967 -6.253
H7 3.889 2.476 -6.662
H8 3.564 0.809 -6.094
H9 4.462 1.836 -5.001
H10 -1.427 1.595 -6.250
H11 -0.951 3.046 -6.939
C5 1.186 5.969 4.673
C6 1.003 4.772 3.710
C7 2.283 4.420 2.958
O2 2.407 5.306 1.872
C8 3.524 4.969 1.116
N2 0.624 3.580 4.480
H12 0.304 6.028 5.294
H13 1.307 6.873 4.082
H14 2.017 5.684 5.327
H15 0.233 4.983 2.923
H16 2.115 3.426 2.535
H17 3.173 4.311 3.569
H18 3.408 3.900 0.846
H19 4.416 5.154 1.744
H20 3.574 5.650 0.265
H21 -0.013 3.861 5.161
H22 0.148 2.883 3.881
C9 -3.259 -0.729 0.605
C10 -4.392 -1.214 -0.320
C11 -4.770 -0.146 -1.279
O3 -5.413 0.915 -0.676
C12 -5.777 1.968 -1.510
N3 -3.933 -2.335 -1.146
H23 -2.923 -1.495 1.308
H24 -3.515 0.201 1.119
H25 -2.341 -0.569 0.057
H26 -5.293 -1.430 0.302
H27 -5.388 -0.652 -2.035
H28 -3.777 0.148 -1.749
H29 -4.904 2.467 -2.052
H30 -6.356 2.613 -0.875
H31 -6.404 1.565 -2.283
H32 -3.512 -3.035 -0.548
H33 -4.656 -2.817 -1.649
C13 0.703 -2.543 4.816
C14 1.136 -2.453 3.346
C15 1.762 -3.745 2.952
O4 2.768 -4.182 3.882
C16 3.405 -5.273 3.226
N4 -0.004 -2.047 2.486
H34 -0.038 -3.349 4.895
H35 0.105 -1.677 5.149
H36 1.575 -2.644 5.444
H37 1.871 -1.658 3.298
H38 2.172 -3.648 1.947
H39 0.999 -4.519 2.915
H40 2.679 -6.013 2.890
H41 4.055 -5.730 3.957
H42 3.863 -4.972 2.293
H43 0.231 -1.884 1.497
H44 -0.748 -2.762 2.535
C17 3.099 -0.382 -2.508
C18 4.562 -0.670 -2.285
C19 4.989 -0.750 -0.819
O5 4.351 -1.882 -0.195
C20 4.933 -2.091 1.126
N5 4.982 -1.895 -2.936
H45 2.717 0.424 -1.883
H46 2.571 -1.289 -2.230
H47 2.942 -0.082 -3.540
H48 5.160 0.110 -2.765
H49 4.585 0.206 -0.404
H50 6.076 -0.807 -0.706
H51 4.427 -1.416 1.762
H52 5.993 -1.836 1.184
H53 4.711 -3.109 1.366
H54 4.886 -1.861 -3.940
H55 4.488 -2.694 -2.615
C21 -4.725 -0.719 5.448
C22 -3.593 -1.609 4.996
C23 -4.144 -2.620 3.974
O6 -3.022 -3.229 3.348
C24 -3.456 -4.185 2.351
N6 -2.554 -0.797 4.397
H56 -4.393 -0.196 6.318
H57 -5.542 -1.302 5.777
H58 -5.106 -0.167 4.603
H59 -3.050 -2.022 5.845
H60 -4.751 -2.005 3.267
H61 -4.741 -3.366 4.491
H62 -4.026 -3.753 1.498
H63 -4.087 -4.945 2.834
H64 -2.581 -4.766 2.007
H65 -1.793 -1.353 3.976
H66 -2.953 -0.361 3.601
C25 -1.351 -3.280 -3.803
C26 -1.265 -4.668 -3.258
C27 -0.554 -4.708 -1.925
O7 0.765 -4.279 -2.062
C28 1.344 -4.011 -0.800
N7 -2.647 -5.228 -3.120
H67 -1.741 -3.265 -4.802
H68 -0.358 -2.768 -3.780
H69 -1.975 -2.663 -3.196
H70 -0.806 -5.391 -3.937
H71 -0.662 -5.675 -1.419
H72 -1.077 -4.036 -1.222
H73 1.202 -4.883 -0.140
H74 0.937 -3.085 -0.352
H75 2.440 -3.933 -0.933
H76 -2.603 -6.205 -2.927
H77 -3.133 -4.806 -2.319
C29 -1.447 -1.230 -8.577
C30 -1.984 -2.136 -7.521
C31 -3.139 -1.502 -6.741
O8 -2.604 -0.514 -5.920
C32 -3.702 0.201 -5.333
N8 -2.635 -3.350 -8.146
H78 -0.677 -1.731 -9.197
H79 -0.957 -0.390 -8.129
H80 -2.199 -0.787 -9.265
H81 -1.159 -2.373 -6.839
H82 -3.675 -2.234 -6.121
H83 -3.835 -1.125 -7.494
H84 -3.353 1.033 -4.761
H85 -4.250 -0.498 -4.649
H86 -4.416 0.541 -6.103
H87 -2.959 -3.880 -7.315
H88 -2.008 -3.926 -8.719
C33 1.945 0.744 1.533
C34 0.581 1.419 1.291
C35 0.075 1.136 -0.155
O9 -0.164 -0.265 -0.238
C36 -0.470 -0.626 -1.560
N9 -0.361 1.144 2.358
H89 2.230 0.894 2.587
H90 2.634 1.177 0.826
H91 1.889 -0.321 1.307
H92 0.812 2.479 1.370
H93 0.808 1.400 -0.904
H94 -0.878 1.663 -0.273
H95 -1.293 0.043 -1.964
H96 -0.769 -1.670 -1.490
H97 0.345 -0.542 -2.258
H98 -0.553 0.147 2.419
H99 -1.268 1.535 2.159
C37 2.509 0.240 7.388
C38 2.031 0.587 5.948
O10 2.542 1.837 5.541
H100 2.066 -0.714 7.711
H101 2.211 0.930 8.142
H102 3.582 0.141 7.468
H103 0.965 0.504 5.907
H104 2.473 -0.198 5.239
H105 1.886 2.486 5.186
C39 -3.009 3.367 1.433
C40 -4.054 3.026 2.475
O11 -3.749 1.769 3.119
H106 -2.880 2.542 0.696
H107 -2.060 3.537 1.923
H108 -3.212 4.261 0.841
H109 -4.942 3.004 1.901
H110 -4.288 3.790 3.249
H111 -3.466 1.962 4.020
C41 -0.320 5.628 -2.270
C42 0.447 4.546 -1.484
O12 -0.081 4.111 -0.276
H112 0.278 5.935 -3.126
H113 -0.509 6.530 -1.693
H114 -1.274 5.325 -2.692
H115 1.452 4.930 -1.363
H116 0.563 3.657 -2.121
H117 -0.057 4.789 0.450
C43 5.725 2.081 4.708
C44 5.238 1.009 3.764
O13 6.233 0.343 2.995
H118 6.512 1.739 5.369
H119 4.913 2.410 5.310
H120 6.070 2.993 4.224
H121 4.472 1.387 3.081
H122 4.769 0.184 4.311
H123 6.591 1.018 2.402

Computed properties:
**LUMO**: 0.527 eV
**HOMO level**: -8.860 eV

Mulliken population analysis, charges in e, atoms 1 to 5:
1 C -0.740
2 C 0.657
3 C -0.762
4 O -0.244
5 C -0.842

=====

The following is a quantum chemistry calculation of 10 unconnected molecules or ions with the total composition C44H126Cl4N20O8P6 at a distorted geometry, from the OMol25 dataset.

Cartesian coordinates (Å):
O1 2.192 -3.169 2.747
P1 2.319 -3.052 4.235
N1 1.491 -4.125 5.280
C1 1.962 -5.524 5.191
C2 0.139 -3.838 5.800
N2 1.619 -1.615 4.797
C3 1.737 -0.492 3.828
C4 1.915 -1.185 6.234
N3 3.842 -3.315 4.755
C5 4.217 -3.425 6.181
C6 4.916 -3.302 3.727
H1 2.218 -5.893 6.183
H2 2.869 -5.615 4.590
H3 1.236 -6.156 4.655
H4 0.000 -2.768 5.728
H5 0.111 -4.145 6.840
H6 -0.624 -4.379 5.251
H7 0.841 0.100 4.010
H8 2.638 0.116 3.901
H9 1.691 -0.901 2.828
H10 2.973 -0.985 6.419
H11 1.392 -0.218 6.409
H12 1.479 -1.887 6.925
H13 3.314 -3.584 6.728
H14 4.842 -4.318 6.380
H15 4.869 -2.571 6.522
H16 4.603 -2.604 2.939
H17 5.060 -4.257 3.233
H18 5.889 -3.020 4.133
O2 -4.539 -4.713 1.296
P2 -3.225 -5.334 0.958
N4 -3.012 -5.975 -0.633
C7 -2.810 -4.978 -1.729
C8 -3.837 -7.128 -0.930
N5 -2.897 -6.749 1.862
C9 -1.989 -7.816 1.422
C10 -3.792 -6.980 2.974
N6 -1.861 -4.254 1.079
C11 -2.039 -3.556 2.401
C12 -0.539 -4.829 0.895
H19 -2.233 -4.144 -1.351
H20 -3.752 -4.597 -2.153
H21 -2.278 -5.420 -2.590
H22 -3.452 -7.631 -1.818
H23 -4.845 -6.801 -1.214
H24 -3.868 -7.808 -0.104
H25 -1.257 -8.104 2.181
H26 -2.503 -8.712 1.123
H27 -1.425 -7.469 0.561
H28 -4.447 -7.833 2.705
H29 -3.255 -7.297 3.871
H30 -4.421 -6.106 3.180
H31 -1.119 -2.972 2.618
H32 -2.911 -2.889 2.360
H33 -2.155 -4.296 3.217
H34 0.174 -4.029 0.600
H35 -0.601 -5.614 0.138
H36 -0.151 -5.297 1.831
O3 -5.256 5.492 -1.937
P3 -4.070 5.006 -2.679
N7 -4.453 4.327 -4.200
C13 -5.846 4.238 -4.650
C14 -3.424 3.805 -5.112
N8 -3.146 3.970 -1.641
C15 -1.972 3.316 -2.138
C16 -3.987 3.312 -0.609
N9 -2.846 6.016 -3.177
C17 -3.193 6.906 -4.279
C18 -2.218 6.750 -2.073
H37 -6.004 4.781 -5.593
H38 -6.455 4.659 -3.854
H39 -6.137 3.210 -4.849
H40 -3.397 2.732 -5.206
H41 -2.421 4.147 -4.842
H42 -3.655 4.115 -6.121
H43 -2.113 2.261 -2.486
H44 -1.427 3.855 -2.907
H45 -1.320 3.204 -1.249
H46 -4.572 2.476 -0.975
H47 -3.328 2.895 0.168
H48 -4.628 4.093 -0.153
H49 -2.298 7.400 -4.682
H50 -3.647 6.266 -5.042
H51 -3.896 7.712 -4.039
H52 -2.090 6.134 -1.195
H53 -2.785 7.663 -1.841
H54 -1.245 7.121 -2.360
O4 6.293 -1.468 -2.690
P4 5.773 -1.096 -1.350
N10 7.048 -0.889 -0.275
C19 8.201 -0.184 -0.880
C20 7.110 -1.198 1.165
N11 4.760 -2.134 -0.476
C21 5.342 -3.439 -0.169
C22 3.326 -2.085 -0.695
N12 4.875 0.305 -1.489
C23 4.525 1.152 -0.344
C24 4.481 0.756 -2.802
H55 9.050 -0.514 -0.284
H56 8.150 0.911 -0.731
H57 8.321 -0.396 -1.955
H58 6.211 -1.765 1.401
H59 7.133 -0.328 1.847
H60 8.000 -1.819 1.431
H61 4.979 -3.766 0.818
H62 5.005 -4.247 -0.836
H63 6.408 -3.359 -0.228
H64 3.114 -1.157 -1.256
H65 2.909 -2.898 -1.248
H66 2.775 -2.081 0.221
H67 4.889 0.720 0.603
H68 4.985 2.152 -0.444
H69 3.416 1.316 -0.293
H70 3.442 1.135 -2.859
H71 4.607 -0.040 -3.520
H72 5.091 1.605 -3.095
O5 1.670 -0.813 -7.125
P5 0.531 -0.395 -6.304
N13 -0.205 -1.466 -5.166
C25 -0.888 -2.612 -5.725
C26 0.348 -1.608 -3.785
N14 -0.793 -0.132 -7.272
C27 -2.173 0.035 -6.742
C28 -0.525 -0.300 -8.716
N15 0.928 0.909 -5.317
C29 1.982 1.777 -5.846
C30 -0.112 1.722 -4.770
H73 -1.666 -2.908 -5.002
H74 -0.213 -3.418 -5.989
H75 -1.432 -2.382 -6.622
H76 0.712 -0.664 -3.387
H77 1.094 -2.420 -3.709
H78 -0.474 -1.911 -3.117
H79 -2.148 -0.072 -5.665
H80 -2.611 1.023 -6.973
H81 -2.866 -0.711 -7.138
H82 0.496 -0.602 -8.890
H83 -1.167 -1.089 -9.107
H84 -0.708 0.632 -9.229
H85 1.627 2.452 -6.619
H86 2.298 2.459 -5.017
H87 2.780 1.169 -6.250
H88 -0.949 1.088 -4.474
H89 -0.524 2.449 -5.490
H90 0.326 2.315 -3.907
O6 -0.420 2.588 3.189
P6 0.431 3.729 3.522
N16 -0.262 5.071 2.826
C31 -1.473 4.785 2.065
C32 0.414 6.417 2.870
N17 1.996 3.380 3.006
C33 3.075 4.377 3.145
C34 2.113 2.308 2.043
N18 0.710 4.362 5.035
C35 1.906 3.872 5.869
C36 -0.231 5.258 5.713
H91 -2.148 5.630 2.214
H92 -1.946 3.866 2.447
H93 -1.321 4.716 0.982
H94 0.531 6.714 1.847
H95 1.400 6.480 3.279
H96 -0.249 7.152 3.338
H97 2.845 5.031 3.952
H98 3.986 3.861 3.418
H99 3.224 4.961 2.246
H100 2.984 1.688 2.245
H101 1.224 1.687 2.060
H102 2.327 2.765 1.071
H103 2.493 4.740 6.123
H104 1.614 3.268 6.733
H105 2.527 3.257 5.220
H106 -0.656 4.806 6.609
H107 -1.102 5.503 5.094
H108 0.295 6.161 5.974
C37 -3.465 1.349 2.148
C38 -3.477 0.400 3.319
O7 -4.417 -0.379 3.442
N19 -2.427 0.440 4.111
C39 -2.071 -0.607 5.060
H109 -3.863 0.885 1.251
H110 -2.504 1.761 1.914
H111 -4.220 2.141 2.326
H112 -1.714 1.037 3.768
H113 -2.858 -1.367 5.154
H114 -1.945 -0.158 6.041
H115 -1.122 -1.025 4.698
C40 -4.846 -0.387 -3.537
C41 -4.024 -0.854 -2.372
O8 -2.805 -1.093 -2.496
N20 -4.678 -0.995 -1.207
C42 -4.035 -1.515 0.001
H116 -4.323 -0.812 -4.416
H117 -4.780 0.694 -3.675
H118 -5.882 -0.698 -3.540
H119 -5.681 -0.987 -1.207
H120 -4.356 -2.541 0.182
H121 -4.406 -0.962 0.866
H122 -2.932 -1.443 -0.015
C43 2.688 5.326 -2.163
Cl1 1.243 5.081 -1.264
Cl2 4.197 4.645 -1.404
H123 2.532 4.808 -3.112
H124 2.908 6.397 -2.318
C44 -0.797 0.084 -0.768
Cl3 0.715 0.849 -1.178
Cl4 -0.689 -0.788 0.775
H125 -1.583 0.820 -0.746
H126 -1.113 -0.661 -1.468

Computed properties:
**LUMO**: 0.221 eV
**SMILES**: CN(C)P(=O)(N(C)C)N(C)C.CN(C)P(=O)(N(C)C)N(C)C.CN(C)P(=O)(N(C)C)N(C)C.CN(C)P(=O)(N(C)C)N(C)C.CN(C)P(=O)(N(C)C)N(C)C.CN(C)P(=O)(N(C)C)N(C)C.CNC(C)=O.CNC(C)=O.ClCCl.ClCCl
**HOMO level**: -8.264 eV

Mulliken population analysis, charges in e, atoms 1 to 5:
1 O -0.789
2 P 0.229
3 N 0.633
4 C -1.069
5 C -0.473

=====

The highest HOMO level belongs to which entry? C44H126Cl4N20O8P6

=====

Which of these has the lowest HOMO level? C44H123N9O13